1.
Here is C18H40OP2SiZr as an isolated structure in a non-equilibrium geometry from the OMol25 dataset. Energies are from wB97M-V/def2-TZVPD.

Cartesian coordinates (Å):
P 0.315 -3.297 -2.374
P -0.044 -0.165 -2.607
C -0.180 -2.665 -4.037
C -0.306 -1.130 -4.183
H -1.147 -3.139 -4.282
H 0.554 -3.051 -4.754
H 0.386 -0.693 -4.915
H -1.328 -0.856 -4.486
C -1.828 -0.048 -2.088
H -2.022 0.780 -1.384
H -2.248 -0.995 -1.676
H -2.323 0.134 -3.054
C 0.563 1.463 -3.112
H 0.585 1.504 -4.212
H 1.589 1.642 -2.740
H -0.100 2.255 -2.720
C -0.499 -4.913 -2.165
H -0.933 -4.951 -1.163
H 0.270 -5.694 -2.229
H -1.292 -5.116 -2.891
C 2.007 -3.941 -2.594
H 2.759 -3.145 -2.609
H 2.048 -4.547 -3.513
H 2.193 -4.583 -1.721
Zr 0.092 -1.556 -0.680
C 0.915 3.700 2.899
C 0.491 4.824 2.320
C 0.252 4.933 0.833
C -1.180 4.598 0.273
C -1.687 3.233 0.555
C -1.056 2.343 1.297
C 0.393 2.032 1.022
C 1.411 2.554 2.055
C 2.283 -1.331 -0.320
H 0.948 3.554 3.984
H 0.316 5.724 2.943
H 0.963 4.312 0.272
H 0.428 5.991 0.598
H -1.875 5.325 0.732
H -1.184 4.810 -0.811
H -2.728 3.116 0.228
H -1.595 1.586 1.870
H 0.680 2.410 0.018
H 0.496 0.938 0.957
H 1.698 1.761 2.749
H 2.285 2.847 1.448
H 2.651 -0.328 -0.540
H 2.910 -2.057 -0.871
H 2.484 -1.486 0.765
C -1.879 0.031 3.635
Si -0.679 -1.261 2.855
C 1.069 -1.049 3.558
C -1.220 -3.001 3.241
O -0.586 -1.072 1.181
H -2.320 -0.397 4.559
H -2.712 0.255 2.942
H -1.413 1.005 3.902
H 1.148 -1.548 4.537
H 1.788 -1.526 2.884
H 1.354 0.003 3.664
H -2.102 -3.292 2.662
H -0.419 -3.697 2.984
H -1.443 -3.132 4.306

Cartesian forces (eV/Å) of the 2 atoms listed first:
P 0.39 -3.52 -3.26
P -0.48 1.89 -3.23

- Highest occupied orbital energy: -13.03 eV
- Energy above the lowest of the compared OMol25 structures with the same formula, charge and spin: 111.5 kJ/mol
- E_LUMO: -8.819 eV
- Gap between HOMO and LUMO: 4.21 eV
- Net charge: +2

natural (NBO) population analysis, charges in e, atoms 1 to 4:
1. P 0.67
2. P 0.73
3. C -0.69
4. C -0.66


2.
Here is C18H40P2SiW as an isolated structure in a non-equilibrium geometry from the OMol25 dataset. Energies are from wB97M-V/def2-TZVPD.

Cartesian coordinates (Å):
P -1.417 1.763 0.400
P -0.535 0.353 -2.159
C -1.872 2.618 -1.150
C -1.865 1.672 -2.342
H -1.155 3.450 -1.259
H -2.862 3.058 -0.964
H -2.840 1.181 -2.494
H -1.656 2.220 -3.271
C 0.879 1.226 -2.921
H 1.730 0.555 -3.050
H 1.200 2.069 -2.294
H 0.574 1.596 -3.911
C -1.032 -0.906 -3.396
H -1.265 -0.385 -4.339
H -1.920 -1.452 -3.047
H -0.214 -1.619 -3.566
C -0.767 2.989 1.534
H -0.628 2.530 2.522
H -1.489 3.816 1.606
H 0.202 3.350 1.157
C -3.000 1.168 1.090
H -3.384 0.264 0.588
H -3.703 2.006 0.955
H -2.880 0.981 2.167
W -0.788 -0.416 -0.015
C -3.951 3.591 -4.780
C -2.758 4.187 -4.862
C -2.503 5.655 -4.697
C -3.438 6.425 -3.737
C -3.637 5.762 -2.403
C -4.558 4.851 -2.073
C -5.621 4.318 -2.985
C -5.275 4.240 -4.489
C 0.380 -0.062 1.681
H -4.026 2.518 -5.004
H -1.888 3.603 -5.187
H -2.536 6.160 -5.675
H -1.479 5.785 -4.325
H -2.940 7.385 -3.538
H -4.376 6.675 -4.243
H -2.965 6.144 -1.621
H -4.643 4.532 -1.029
H -6.541 4.914 -2.883
H -5.879 3.304 -2.657
H -6.045 3.601 -4.944
H -5.388 5.224 -4.954
H 0.570 -1.070 2.084
H -0.180 0.525 2.417
H 1.331 0.430 1.458
C 0.498 -3.401 -1.028
Si 1.227 -1.715 -0.500
C 2.496 -2.233 0.890
C 2.560 -1.331 -1.826
H -0.129 -3.835 -0.231
H 1.363 -4.067 -1.196
H -0.097 -3.351 -1.952
H 3.165 -3.005 0.483
H 3.122 -1.389 1.219
H 2.011 -2.661 1.780
H 3.281 -2.164 -1.794
H 2.180 -1.278 -2.858
H 3.107 -0.403 -1.597

Cartesian forces (eV/Å) of the 2 atoms listed first:
P -0.66 1.68 -0.51
P -0.02 1.94 -3.24

- Highest occupied orbital energy (alpha / beta): -13.60 / -13.60 eV
- Energy above the lowest of the compared OMol25 structures with the same formula, charge and spin: 0.0 kJ/mol
- E_LUMO (alpha / beta): -7.953 / -8.390 eV
- Gap between HOMO and LUMO (alpha / beta): 5.65 / 5.21 eV
- Net charge: +2
- ⟨S²⟩: 2.02
- 2S+1: 3

natural (NBO) population analysis, charges in e, atoms 1 to 4:
1. P 1.16
2. P 1.03
3. C -0.75
4. C -0.71


3.
Here is C18H41AlN2OP3S as an isolated structure in a non-equilibrium geometry from the OMol25 dataset. Energies are from wB97M-V/def2-TZVPD.

Cartesian coordinates (Å):
Al 0.120 1.162 0.262
P 2.625 0.946 0.318
P 0.677 2.439 -2.125
P -0.140 -0.372 2.053
H -1.032 0.128 -2.120
C -1.296 0.066 -1.061
C -1.933 1.153 -0.419
H -2.222 2.027 -1.019
C 3.163 -0.500 -0.661
C 3.728 2.276 -0.288
C 3.394 0.661 1.953
C -0.826 2.902 -3.068
C 1.507 4.083 -2.224
C 1.596 1.517 -3.417
C -1.904 -0.776 2.303
C 0.362 0.200 3.704
C 0.713 -1.971 1.815
H -1.415 -0.961 -0.704
H -2.599 0.985 0.438
H 4.250 -0.632 -0.560
H 2.911 -0.356 -1.719
H 2.653 -1.404 -0.306
H 4.749 2.080 0.067
H 3.406 3.246 0.109
H 3.741 2.325 -1.382
H 4.485 0.724 1.846
H 3.133 -0.321 2.360
H 3.073 1.432 2.665
H -0.533 3.252 -4.068
H -1.346 3.720 -2.551
H -1.503 2.047 -3.166
H 1.708 4.274 -3.284
H 2.455 4.101 -1.681
H 0.850 4.872 -1.844
H 1.481 2.038 -4.379
H 1.174 0.505 -3.506
H 2.663 1.445 -3.168
H -1.992 -1.520 3.103
H -2.359 -1.175 1.389
H -2.436 0.137 2.594
H 0.150 -0.599 4.429
H -0.229 1.091 3.956
H 1.428 0.455 3.734
H 0.376 -2.668 2.595
H 1.802 -1.861 1.866
H 0.461 -2.375 0.826
C -2.829 -5.231 0.293
C -2.272 -6.469 -0.084
C -3.005 -7.347 -0.893
C -4.314 -7.024 -1.273
C -4.905 -5.837 -0.826
C -4.177 -4.964 -0.022
S -1.966 -4.002 1.185
H -0.737 -3.897 0.600
H -1.267 -6.724 0.243
H -2.562 -8.280 -1.242
H -4.876 -7.695 -1.917
H -5.922 -5.581 -1.110
H -4.623 -4.052 0.351
N -0.574 5.093 0.596
C 0.179 4.082 1.033
N 1.390 4.353 1.570
O -0.279 2.884 0.956
H -0.280 6.051 0.763
H -1.528 4.902 0.285
H 1.879 3.614 2.083
H 1.600 5.326 1.746

Cartesian forces (eV/Å) of the 2 atoms listed first:
Al 2.46 2.59 0.37
P 1.10 -0.43 -0.04

- Highest occupied orbital energy: -14.48 eV
- Energy above the lowest of the compared OMol25 structures with the same formula, charge and spin: 0.0 kJ/mol
- E_LUMO: -11.203 eV
- Gap between HOMO and LUMO: 3.28 eV
- Net charge: +3

natural (NBO) population analysis, charges in e, atoms 1 to 4:
1. Al 1.34
2. P 0.85
3. P 0.83
4. P 0.81


4.
Here is C18H41AuN4SbSi3 as an isolated structure from the OMol25 dataset. Energies are from wB97M-V/def2-TZVPD.

Cartesian coordinates (Å):
Au 1.534 0.038 0.661
N 3.726 0.235 1.331
C 3.792 0.658 2.760
C 3.255 -0.451 3.646
C 1.775 -0.756 3.498
N 1.426 -1.398 2.176
H 4.198 -0.666 1.259
H 4.271 0.864 0.745
H 3.212 1.575 2.879
H 4.823 0.878 3.037
H 3.419 -0.176 4.689
H 3.843 -1.364 3.495
H 1.171 0.149 3.588
H 1.461 -1.441 4.287
H 0.489 -1.790 2.248
H 2.045 -2.192 2.020
N 2.322 6.832 -2.051
C 2.157 5.752 -1.700
C 1.946 4.405 -1.260
C 2.722 3.363 -1.767
C 2.497 2.083 -1.311
N 1.543 1.806 -0.401
C 0.774 2.808 0.071
C 0.953 4.114 -0.326
H 3.494 3.549 -2.502
H 3.078 1.250 -1.683
H 0.003 2.544 0.782
H 0.323 4.894 0.080
C -4.259 -0.705 0.518
Si -2.814 -0.100 1.502
C -2.781 1.723 1.824
C -2.349 -1.143 2.962
Sb -0.915 -0.571 -0.319
Si -1.197 0.697 -2.660
C -1.300 2.523 -2.366
C 0.255 0.187 -3.697
C -2.813 -0.008 -3.229
Si -0.598 -3.194 -0.836
C -2.276 -3.652 -1.472
C -0.198 -4.091 0.743
C 0.773 -3.289 -2.077
H -5.158 -0.588 1.132
H -4.182 -1.763 0.261
H -4.417 -0.126 -0.393
H -3.618 1.984 2.477
H -2.892 2.305 0.908
H -1.871 2.029 2.343
H -3.123 -1.052 3.730
H -1.414 -0.809 3.421
H -2.274 -2.200 2.706
H -0.329 2.984 -2.187
H -1.987 2.798 -1.565
H -1.695 2.961 -3.289
H 1.210 0.234 -3.175
H 0.314 0.862 -4.556
H 0.129 -0.823 -4.089
H -3.667 0.426 -2.708
H -2.876 -1.095 -3.172
H -2.913 0.258 -4.287
H -3.007 -3.741 -0.666
H -2.196 -4.637 -1.944
H -2.665 -2.970 -2.228
H -0.963 -3.974 1.512
H 0.776 -3.839 1.150
H -0.148 -5.159 0.506
H 0.514 -2.798 -3.016
H 0.963 -4.343 -2.302
H 1.708 -2.861 -1.710

Cartesian forces (eV/Å) of the 2 atoms listed first:
Au -0.07 0.18 0.28
N -0.04 0.02 0.03

- Highest occupied orbital energy: -17.91 eV
- E_LUMO: -10.729 eV
- Gap between HOMO and LUMO: 7.18 eV
- Net charge: +3

natural (NBO) population analysis, charges in e, atoms 1 to 4:
1. Au 0.99
2. N -0.89
3. C -0.23
4. C -0.45


| no. | DFT total energy (eV) |
| --- | --- |
| 1 | -49081.567 |
| 2 | -47576.377 |
| 3 | -69634.430 |
| 4 | -59131.446 |